Below is 12 unconnected molecules or ions with the total composition C52H135N7O24, with properties calculated with ωB97M-V/def2-TZVPD.

```
218
Properties=species:S:1:pos:R:3:forces:R:3
C 0.13750 5.41512 -2.56237 0.647 -0.195 1.368
C -0.59061 5.43782 -1.22054 1.458 -0.324 -0.172
O 0.19941 4.66665 -0.27319 -1.079 0.095 0.594
O -0.13431 4.22017 -3.30029 0.605 1.185 0.008
H 1.23387 5.67990 -2.33274 -1.206 -0.957 -0.567
H -0.23178 6.27145 -3.07704 -0.442 0.401 -1.018
H -1.62482 5.11700 -1.35112 -0.005 -0.221 0.308
H -0.53181 6.43854 -0.85263 -0.413 1.008 0.090
H -0.17866 4.86763 0.62944 0.416 -0.366 -0.890
H 0.18296 3.47739 -2.77977 0.128 -0.522 0.099
C 1.45616 -2.64287 -5.46841 0.557 -0.647 -0.597
C 0.20056 -3.19835 -6.13912 1.745 0.469 -1.534
O -0.89173 -2.96519 -5.36739 -1.693 0.288 1.075
O 1.60638 -3.34434 -4.24988 -0.408 -0.624 0.005
H 1.35443 -1.59765 -5.20341 -0.177 0.427 -0.559
H 2.33049 -2.79232 -6.14713 -0.428 0.133 0.452
H 0.27666 -4.25405 -6.41155 0.387 -0.201 0.292
H 0.01929 -2.69483 -7.07108 0.214 0.452 -0.607
H -0.66079 -3.42767 -4.57048 -0.584 -0.305 1.266
H 2.26559 -2.91742 -3.69949 0.488 0.069 0.005
C -1.50863 0.50213 -5.75005 -0.823 -0.323 0.351
C -1.28896 2.01609 -5.63772 2.075 -1.361 0.439
O -0.05461 2.24638 -6.36870 -1.148 -0.438 -0.375
O -0.62477 -0.16553 -4.81496 -0.406 1.056 -0.603
H -1.38422 0.14321 -6.80355 0.366 0.398 0.760
H -2.57206 0.26166 -5.51312 0.570 0.153 0.162
H -1.05282 2.28506 -4.57833 -0.834 -0.181 -0.689
H -2.13624 2.54749 -6.04530 -0.160 0.382 -0.154
H 0.41546 2.94469 -5.94162 0.441 0.809 0.489
H -0.81580 -1.10756 -4.79023 -0.175 -0.477 -0.329
C 0.55583 1.28370 -0.77760 -0.343 0.621 -0.837
C 0.83459 0.51978 -2.06872 -0.080 -0.245 -0.178
O 1.18597 1.30791 -3.20759 0.365 0.440 1.227
O -0.56347 2.21686 -1.00038 0.830 -1.410 0.330
H 1.42105 1.85182 -0.50900 0.674 0.581 0.241
H 0.45249 0.51893 0.04371 -0.628 0.795 -0.745
H -0.07353 0.00188 -2.29531 -0.786 -0.377 -0.330
H 1.57665 -0.28339 -1.90083 0.083 0.424 0.194
H 0.77646 0.90124 -3.97501 -0.357 -0.274 -0.291
H -0.33933 3.11888 -0.66714 0.390 -0.473 0.133
C 1.19363 -3.59110 2.29360 -0.174 -0.114 1.160
C 2.37390 -4.49475 2.52345 0.639 -0.640 -2.159
O 2.43012 -5.58871 1.54343 0.474 0.879 0.293
O 1.38219 -2.90055 1.11881 1.756 1.820 -0.124
H 1.11240 -2.91502 3.15349 0.392 0.404 -0.084
H 0.21799 -4.03912 2.28637 -0.350 -0.888 -0.033
H 2.46178 -4.89358 3.50708 -0.328 -0.552 0.854
H 3.26542 -3.88230 2.37327 -0.010 0.139 0.144
H 3.06076 -5.40035 0.76693 -0.978 -0.122 1.058
H 0.77210 -3.14899 0.44309 -1.432 -0.594 -0.637
C 4.46121 2.25188 -2.71271 -1.633 -0.895 -0.188
O 5.28261 1.83652 -1.67220 -0.526 -0.404 0.404
C 6.59698 2.19725 -1.83104 1.306 0.396 -0.804
C 7.39908 1.59705 -0.73163 1.051 1.317 0.673
N 7.21813 0.19283 -0.73302 -0.147 -1.822 1.036
C 8.11300 -0.53946 0.21157 -0.492 -0.936 -1.943
C 7.61762 -1.96154 0.36533 -1.332 -0.020 0.765
O 6.24271 -1.83929 0.81989 0.702 -0.589 -0.368
C 5.50251 -3.04230 0.92724 0.648 0.325 0.733
H 4.37415 3.33163 -2.78055 0.290 0.352 -0.179
H 3.44310 1.87335 -2.47488 0.583 0.251 -0.289
H 4.75846 1.78908 -3.66896 0.046 0.349 0.125
H 6.70989 3.28742 -1.82083 -0.013 0.155 -0.074
H 7.07004 1.81494 -2.77398 -0.718 0.195 0.268
H 7.07160 2.00057 0.25061 0.381 0.328 -0.284
H 8.45388 1.89985 -0.94524 -0.570 -0.370 0.457
H 6.25597 0.08467 -0.35583 0.884 -0.411 -0.592
H 8.14050 -0.09679 1.19001 0.280 0.445 0.579
H 9.11499 -0.71144 -0.22445 -0.186 0.885 0.227
H 8.22051 -2.46804 1.10918 0.124 -0.100 0.620
H 7.70319 -2.62079 -0.50240 -0.315 0.473 -0.506
H 4.48858 -2.75096 1.14291 -0.243 0.100 0.702
H 5.93632 -3.74469 1.65536 -0.244 0.334 0.195
H 5.40762 -3.59547 0.02521 0.400 -0.391 -1.329
C -1.99437 3.62232 2.16449 1.226 -0.130 -2.608
O -1.25740 4.87136 2.01728 -0.585 -1.179 0.280
C -1.48980 5.69862 3.12686 2.085 2.450 -0.168
C -1.05783 7.15183 2.73758 1.396 -0.648 1.169
N -1.91288 7.72247 1.74578 -0.587 -0.864 -0.222
C -1.39906 8.92941 1.20629 0.092 1.638 0.108
C -2.36117 9.53600 0.20013 0.421 -0.896 1.285
O -2.36385 8.69820 -0.93232 -0.088 -0.124 0.842
C -3.06680 9.36829 -1.90537 0.425 0.705 -2.472
H -1.78361 3.15912 3.10179 -0.124 -0.177 0.858
H -1.60554 2.94290 1.35526 -0.242 0.578 0.774
H -3.04866 3.73941 1.91890 -0.147 0.255 0.491
H -0.88445 5.42623 4.01371 -0.516 -0.320 -0.314
H -2.51821 5.75163 3.28546 -1.881 -0.216 0.852
H -0.01181 7.05740 2.40052 0.109 -0.129 -0.410
H -0.88108 7.85019 3.61676 -0.982 -0.874 -0.670
H -1.99775 7.06539 0.97142 -0.173 -0.086 0.200
H -0.39535 8.83154 0.77695 0.115 -0.109 -0.274
H -1.28506 9.65657 2.01894 -0.044 -0.014 0.069
H -2.06949 10.55055 -0.05932 0.177 0.208 -0.166
H -3.35386 9.57186 0.68924 0.133 0.001 -0.373
H -2.94004 8.81696 -2.88020 -0.771 0.187 1.039
H -2.49062 10.30883 -2.12093 -0.911 -0.179 0.177
H -4.12538 9.59135 -1.60885 0.755 -0.247 -0.472
C -5.17550 -3.79016 3.78936 -0.940 1.625 -0.299
O -4.22024 -2.70207 3.89508 -1.142 -0.775 0.173
C -2.88223 -3.10386 4.13386 0.546 -1.017 -1.156
C -1.93957 -2.00280 3.65312 -2.598 0.946 -0.247
N -2.34944 -1.62000 2.29859 0.197 -0.124 1.043
C -1.64381 -0.45207 1.78547 0.994 -1.831 -1.830
C -2.43372 -0.02446 0.54743 1.510 2.377 -0.159
O -3.58930 0.62880 1.02512 -0.346 0.296 0.773
C -4.47622 1.03346 0.00761 0.746 0.022 0.089
H -5.21649 -4.34699 2.86666 1.105 -0.130 -0.720
H -6.20236 -3.36248 3.76631 0.749 0.219 0.535
H -5.13367 -4.50242 4.58223 0.339 -0.345 0.882
H -2.71140 -3.99910 3.48641 0.191 0.452 0.619
H -2.68027 -3.34022 5.18637 -0.245 -0.037 -0.018
H -0.94679 -2.27653 3.64256 2.246 -0.966 0.159
H -2.02206 -1.12608 4.30852 -0.015 0.049 0.282
H -3.33909 -1.43842 2.43526 -0.059 0.330 -0.639
H -0.59006 -0.82271 1.47389 -1.460 0.607 0.399
H -1.47260 0.37193 2.47477 -0.303 0.266 0.270
H -2.77271 -0.82192 -0.06425 0.010 -1.262 -0.370
H -1.79686 0.65498 -0.13479 -1.086 -0.673 1.056
H -5.47298 1.18428 0.42214 0.269 0.637 0.054
H -4.58809 0.22896 -0.69161 -0.048 -0.615 -0.800
H -3.99752 1.87945 -0.51663 -0.700 0.073 -0.002
C -1.01530 -6.22502 2.89892 -1.094 -1.241 -0.027
O -1.57643 -5.35523 1.93529 0.303 -0.008 -0.895
C -1.03186 -5.65423 0.59458 0.346 -1.306 1.796
C -1.58383 -4.73576 -0.45013 -1.421 0.280 0.481
N -1.10480 -3.37725 -0.15079 0.750 0.125 -2.141
C -1.11470 -2.46784 -1.32732 1.288 -2.366 -1.140
C -2.43256 -2.41486 -2.16145 0.813 3.133 2.374
O -2.57018 -3.44841 -3.03572 0.500 -1.460 -0.807
C -3.86313 -3.45078 -3.55991 -1.181 1.012 -0.410
H -1.45564 -7.25423 2.81568 0.181 0.615 -0.118
H -1.25226 -5.89982 3.91066 -0.087 0.410 -0.102
H 0.04817 -6.36574 2.82042 0.708 0.288 -0.255
H -1.21108 -6.75239 0.45082 -0.045 0.823 -0.390
H 0.05614 -5.51454 0.72260 -0.196 -0.127 -0.467
H -2.69315 -4.77429 -0.45091 0.171 -0.014 0.442
H -1.43215 -5.11055 -1.48553 0.932 0.596 0.625
H -1.45885 -2.95062 0.69728 -0.671 -0.166 0.075
H -0.32758 -2.91597 -2.07461 -1.154 0.758 1.107
H -0.67268 -1.51048 -1.02908 -0.692 -0.035 -0.085
H -2.38020 -1.40739 -2.68628 -0.356 -0.884 0.172
H -3.27254 -2.34268 -1.41251 0.376 -0.244 -0.723
H -4.17240 -2.39545 -3.65452 -0.124 -0.254 -0.381
H -4.57319 -3.88182 -2.86625 -0.179 -0.360 0.421
H -4.01461 -3.94142 -4.53049 0.802 0.003 0.292
C -6.50014 1.97225 2.78723 -0.445 0.673 -0.383
O -7.18296 2.60545 1.70439 1.034 -1.187 0.361
C -7.25191 3.98519 1.80530 -1.174 0.776 -0.336
C -6.06302 4.82177 1.32618 -0.901 -0.337 -1.327
N -5.90346 4.62687 -0.13933 1.222 0.156 -0.067
C -5.38167 5.87676 -0.78003 0.928 -1.274 -0.014
C -5.01089 5.53188 -2.22721 -0.558 1.129 -0.515
O -3.84801 4.78059 -2.13772 0.871 -1.244 -0.635
C -3.45721 4.19857 -3.38084 1.106 -0.424 0.268
H -6.46794 0.96049 2.45051 0.495 -0.863 0.251
H -7.05419 2.01788 3.74729 0.087 0.215 -0.453
H -5.50357 2.40873 2.91345 0.037 -0.298 0.088
H -7.54538 4.18357 2.84339 -0.047 0.683 -0.064
H -8.06212 4.16516 1.08832 -0.093 0.757 0.454
H -5.19550 4.57874 1.89341 1.077 -0.139 0.477
H -6.24932 5.90303 1.43833 -0.233 -0.480 0.425
H -5.22906 3.84965 -0.36239 -0.947 1.130 0.464
H -4.43046 6.23083 -0.26828 -0.963 -0.093 -0.519
H -6.14168 6.64587 -0.73477 -0.182 0.180 0.055
H -4.80741 6.42918 -2.88157 -0.264 -0.386 0.744
H -5.81744 4.96873 -2.75201 0.255 0.157 0.519
H -2.52974 3.59565 -3.24012 -0.692 0.547 0.280
H -3.18150 4.96801 -4.11255 -0.299 0.058 -0.010
H -4.20543 3.51632 -3.79279 -0.317 0.224 0.055
C 1.12260 -9.63616 -0.31598 0.532 -0.578 1.183
O 2.19313 -9.01359 -0.98580 -0.793 0.000 -0.471
C 2.38580 -7.71975 -0.47204 1.575 0.001 -0.306
C 3.39073 -6.97844 -1.38637 -0.562 1.140 0.652
N 3.48211 -5.55467 -1.05469 1.425 2.177 1.384
C 2.47020 -4.58257 -1.50049 -0.788 -0.715 -0.134
C 2.94548 -3.11840 -1.42598 -0.907 -1.377 -1.253
O 3.92070 -2.91927 -2.47686 -0.064 1.019 1.692
C 4.65888 -1.70034 -2.16314 0.195 -0.301 -2.058
H 1.06884 -9.28548 0.74146 0.320 -0.526 -0.381
H 1.31066 -10.70541 -0.38529 -0.008 -0.105 0.342
H 0.11389 -9.49730 -0.66802 -0.351 0.649 -0.945
H 2.79406 -7.84456 0.54120 -0.106 0.474 -0.082
H 1.46080 -7.18095 -0.41689 -0.652 0.457 0.045
H 3.06244 -6.96736 -2.39924 -0.374 -0.934 -1.098
H 4.37933 -7.41168 -1.30080 0.112 -0.162 -0.063
H 4.38423 -5.07368 -1.25119 -0.707 -1.327 -0.027
H 1.53844 -4.71270 -0.91243 0.494 0.228 -0.043
H 2.17415 -4.80343 -2.52509 0.011 0.052 -0.338
H 3.30565 -2.92074 -0.43024 0.265 0.377 0.114
H 2.06309 -2.48081 -1.64957 0.369 -0.145 0.411
H 5.12863 -1.74589 -1.19800 -0.063 0.000 0.501
H 4.03343 -0.77978 -2.27154 0.339 -0.693 0.138
H 5.47364 -1.69396 -2.92098 -0.545 0.346 0.492
C 3.72477 -3.16623 6.62081 -0.792 0.306 -0.593
O 3.13859 -1.94522 6.11173 0.866 -1.190 0.325
C 1.74378 -1.93403 6.20200 -0.677 -1.919 0.916
C 1.25607 -0.60182 5.80843 0.933 0.165 0.081
N 1.57691 -0.45633 4.41684 0.327 -0.311 -0.414
C 1.52733 0.86896 3.94511 -0.132 1.207 -1.268
C 2.00009 0.98526 2.52943 -1.206 -0.274 -0.579
O 3.28673 0.53350 2.41920 1.605 -0.339 0.182
C 3.70096 0.48685 1.09158 0.014 -1.425 -1.623
H 4.79350 -3.10948 6.45459 0.172 0.291 0.357
H 3.40712 -4.05372 6.03751 -0.260 0.385 0.238
H 3.44282 -3.30369 7.68308 0.327 0.033 -0.427
H 1.41136 -2.25762 7.23260 0.266 0.488 -0.735
H 1.25365 -2.65437 5.48644 0.610 0.187 0.475
H 1.72005 0.17264 6.44293 -0.188 -0.021 -0.056
H 0.19927 -0.63427 5.95252 -1.006 0.452 0.089
H 2.47628 -0.86601 4.15437 -0.273 0.103 0.495
H 2.19210 1.64005 4.40210 -0.537 -0.492 0.868
H 0.48389 1.20951 3.89081 0.124 0.273 0.520
H 1.91789 2.03645 2.29487 0.051 0.688 -0.503
H 1.41916 0.42421 1.79171 -0.535 -0.080 0.272
H 3.10258 -0.27372 0.45573 0.536 0.881 1.029
H 4.74354 0.14713 1.03808 -0.285 0.153 0.287
H 3.61673 1.43645 0.56322 -0.004 0.322 0.151
```
Positions in Å, forces in eV/Å.

The highest occupied orbital energy is -8.53 eV. The frontier orbital gap comes out at 9.2287 eV. The SMILES is COCCNCCOC.COCCNCCOC.COCCNCCOC.COCCNCCOC.COCCNCCOC.COCCNCCOC.COCCNCCOC.OCCO.OCCO.OCCO.OCCO.OCCO.